{"formula": "C2H2F7N3", "method": "ωB97M-V with the def2-TZVPD basis set", "homo_energy_ev": [-9.86, -10.81], "lumo_energy_ev": [-1.0, -1.5], "e_above_lowest_ev": 2.815, "total_charge": 0, "total_energy_ha": -940.5335, "species": ["F", "C", "F", "N", "N", "F", "F", "F", "F", "H", "H", "N", "C", "F"], "coordinates": [[0.19, -1.63, -1.98], [0.90, -0.66, 1.73], [0.88, -1.98, 1.69], [-1.09, 1.76, -0.12], [0.88, -0.27, 0.39], [0.02, 0.44, -2.51], [-1.67, -0.63, -1.71], [-0.27, -0.33, 2.32], [1.87, -0.27, 2.43], [-1.76, 1.70, 0.60], [-1.50, 2.12, -0.92], [-0.21, -0.16, -0.27], [-0.36, -0.47, -1.59], [2.13, 0.37, -0.07]]}